A 3-piece molecular cluster, C39H54BrF2N2O4 overall in a non-equilibrium geometry, computed with ωB97M-V/def2-TZVPD.

Each atom is followed by the atoms it is bonded to, with distances in Å.
Positions of all 102 atoms, in Å:
1 C -2.04514 -0.14931 -1.07705  C2 1.347, H35 1.086, H36 1.083
2 C -1.00105 -0.82698 -0.56184  C1 1.347, C3 1.508, H37 1.084
3 C 0.28441 -0.15744 -0.14482  C2 1.508, C4 1.563, C23 1.593, H38 1.088
4 C 0.44250 -0.20433 1.40929  C3 1.563, C5 1.552, C8 1.514, H39 1.088
5 C -0.61505 -1.08334 2.12815  C4 1.552, C6 1.528, H40 1.085, H41 1.091
6 C -1.93974 -0.35497 2.35109  C5 1.528, O7 1.429, H42 1.090, H43 1.091
7 O -2.95941 -1.34328 2.18901  C6 1.429, H44 0.963
8 C 1.77918 -0.68965 1.92952  C4 1.514, Br9 1.944, N10 1.514, H45 1.083
9 Br 2.17450 -0.05306 3.72293  C8 1.944
10 N 3.01967 -0.43892 1.09944  C8 1.514, N11 1.416, C12 1.544, H46 1.027
11 N 3.85576 -1.56583 1.28744  N10 1.416, H47 1.004, H48 1.005
12 C 2.80927 0.04048 -0.35341  N10 1.544, C13 1.539, O14 1.424, C23 1.545
13 C 4.09649 -0.35539 -1.09931  C12 1.539, H49 1.080, H50 1.081, H51 1.090
14 O 2.87788 1.45355 -0.51322  C12 1.424, C15 1.359
15 C 2.22923 2.30077 0.32802  O14 1.359, O16 1.193, C17 1.496
16 O 2.24905 2.19414 1.51649  C15 1.193
17 C 1.58970 3.47390 -0.34488  C15 1.496, C18 1.397, C22 1.391
18 C 2.46035 4.47272 -0.78632  C17 1.397, C19 1.395, H52 1.083
19 C 1.96939 5.63255 -1.38588  C18 1.395, C20 1.392, H53 1.078
20 C 0.59343 5.75301 -1.56246  C19 1.392, C21 1.393, H54 1.080
21 C -0.26884 4.75225 -1.11953  C20 1.393, C22 1.393, H55 1.081
22 C 0.21348 3.60390 -0.49616  C17 1.391, C21 1.393, H56 1.080
23 C 1.55368 -0.56963 -1.01464  C3 1.593, C12 1.545, C24 1.538, C28 1.553
24 C 1.23466 0.11663 -2.35337  C23 1.538, C25 1.548, H57 1.088, H58 1.084
25 C 2.15271 -0.16789 -3.56658  C24 1.548, C26 1.523, H59 1.086, H60 1.091
26 C 2.74582 1.12696 -4.10734  C25 1.523, O27 1.420, H61 1.092, H62 1.095
27 O 1.65685 1.89811 -4.59205  C26 1.420, H63 0.961
28 C 1.58942 -2.12144 -1.06413  C23 1.553, C29 1.541, H64 1.091, H65 1.093
29 C 0.86378 -2.78643 -2.24973  C28 1.541, C30 1.553, H66 1.085, H67 1.086
30 C 0.38762 -4.21510 -1.86941  C29 1.553, C31 1.536, H68 1.089, H69 1.092
31 C -1.13654 -4.36284 -1.98699  C30 1.536, C32 1.528, H70 1.089, H71 1.091
32 C -1.61227 -4.74639 -3.38764  C31 1.528, C33 1.522, H72 1.093, H73 1.093
33 C -3.06040 -4.34493 -3.62608  C32 1.522, C34 1.526, H74 1.091, H75 1.092
34 C -3.23548 -2.83773 -3.78431  C33 1.526, H76 1.090, H77 1.090, H78 1.090
35 H -1.87796 0.55205 -1.88973  C1 1.086
36 H -3.04546 -0.33573 -0.70685  C1 1.083
37 H -1.06973 -1.89838 -0.41402  C2 1.084
38 H 0.15217 0.89067 -0.40439  C3 1.088
39 H 0.24044 0.79681 1.78421  C4 1.088
40 H -0.74654 -2.05502 1.66260  C5 1.085
41 H -0.21583 -1.28688 3.12322  C5 1.091
42 H -2.08197 0.46148 1.64292  C6 1.090
43 H -1.99499 -0.01750 3.38659  C6 1.091
44 H -3.82536 -0.92983 2.26716  O7 0.963
45 H 1.71542 -1.76276 2.05835  C8 1.083
46 H 3.52364 0.32024 1.57331  N10 1.027
47 H 4.82955 -1.36046 1.42366  N11 1.004
48 H 3.61165 -2.37489 0.74285  N11 1.005
49 H 4.16975 0.22975 -2.00455  C13 1.080
50 H 4.15909 -1.40881 -1.33516  C13 1.081
51 H 4.96960 -0.06821 -0.51377  C13 1.090
52 H 3.53248 4.38728 -0.66147  C18 1.083
53 H 2.63397 6.42086 -1.70159  C19 1.078
54 H 0.21688 6.65251 -2.02689  C20 1.080
55 H -1.32800 4.90108 -1.27706  C21 1.081
56 H -0.46611 2.84925 -0.12756  C22 1.080
57 H 1.20422 1.19704 -2.22890  C24 1.088
58 H 0.22916 -0.15019 -2.65809  C24 1.084
59 H 2.91847 -0.91935 -3.39708  C25 1.086
60 H 1.53875 -0.55320 -4.38188  C25 1.091
61 H 3.42713 0.91635 -4.93386  C26 1.092
62 H 3.25555 1.63320 -3.28104  C26 1.095
63 H 1.95734 2.80004 -4.73131  O27 0.961
64 H 2.59056 -2.55560 -1.05673  C28 1.091
65 H 1.09698 -2.50176 -0.16499  C28 1.093
66 H -0.01305 -2.22996 -2.56369  C29 1.085
67 H 1.57274 -2.92031 -3.06209  C29 1.086
68 H 0.85458 -4.95376 -2.51840  C30 1.089
69 H 0.64514 -4.46733 -0.83835  C30 1.092
70 H -1.47898 -5.11705 -1.27960  C31 1.089
71 H -1.62674 -3.42369 -1.72510  C31 1.091
72 H -0.99122 -4.33894 -4.19002  C32 1.093
73 H -1.54388 -5.83317 -3.47794  C32 1.093
74 H -3.44616 -4.82060 -4.52848  C33 1.091
75 H -3.69809 -4.67640 -2.80376  C33 1.092
76 H -2.99757 -2.30988 -2.86093  C34 1.090
77 H -2.63518 -2.44526 -4.60546  C34 1.090
78 H -4.27193 -2.58304 -4.00341  C34 1.090
79 F -4.60897 -2.31520 -0.84537  C80 1.349
80 C -5.63022 -1.69667 -0.21668  F79 1.349, C81 1.381, C85 1.380
81 C -6.05925 -2.18597 1.00111  C80 1.381, C82 1.388, H86 1.082
82 C -7.10549 -1.54308 1.64804  C81 1.388, C83 1.389, H87 1.082
83 C -7.70873 -0.43435 1.06878  C82 1.389, C84 1.388, H88 1.082
84 C -7.26270 0.03716 -0.15823  C83 1.388, C85 1.388, H89 1.082
85 C -6.21096 -0.59346 -0.80843  C80 1.380, C84 1.388, H90 1.082
86 H -5.57980 -3.05659 1.42990  C81 1.082
87 H -7.45096 -1.90977 2.60521  C82 1.082
88 H -8.52679 0.06089 1.57396  C83 1.082
89 H -7.73483 0.89772 -0.61237  C84 1.082
90 H -5.84335 -0.23810 -1.76237  C85 1.082
91 F 3.29745 5.03832 8.90951  C92 1.343
92 C 3.19364 4.38668 7.73994  F91 1.343, C93 1.381, C97 1.381
93 C 2.77874 3.06974 7.74143  C92 1.381, C94 1.387, H98 1.082
94 C 2.66882 2.40243 6.53064  C93 1.387, C95 1.389, H99 1.083
95 C 2.98138 3.05122 5.34335  C94 1.389, C96 1.388, H100 1.081
96 C 3.40066 4.37468 5.36575  C95 1.388, C97 1.387, H101 1.082
97 C 3.50446 5.05307 6.57071  C92 1.381, C96 1.387, H102 1.082
98 H 2.54715 2.58101 8.67817  C93 1.082
99 H 2.33731 1.37138 6.51810  C94 1.083
100 H 2.89774 2.52656 4.40139  C95 1.081
101 H 3.64782 4.88116 4.44227  C96 1.082
102 H 3.82147 6.08646 6.61020  C97 1.082

Total energy = -127956.9599 eV
Net charge = +1
Kohn-Sham gap = 8.26 eV
HOMO energy = -10.95 eV